Entry 1:
{
  "formula": "C13H17N3O2S",
  "method": "ωB97M-V/def2-TZVPD",
  "smiles": "CCOc1ccc2nc(SCC(=O)N(C)C)[nH]c2c1",
  "largest_force_ev_per_a": 0.8,
  "total_charge": 0,
  "homo_ev": -7.74,
  "de_lowest_kcal_mol": 32.64,
  "total_energy_ev": -33157.8771,
  "symbols": ["C", "C", "O", "C", "C", "C", "C", "N", "C", "S", "C", "C", "O", "N", "C", "C", "N", "C", "C", "H", "H", "H", "H", "H", "H", "H", "H", "H", "H", "H", "H", "H", "H", "H", "H", "H"],
  "xyz": [[1.98736, 6.78529, 0.55921], [1.68388, 5.39178, 1.08776], [1.49398, 4.54458, -0.02730], [1.21973, 3.22541, 0.17325], [1.08394, 2.62909, 1.43361], [0.80510, 1.28297, 1.57386], [0.66184, 0.51970, 0.42650], [0.39393, -0.82154, 0.27006], [0.36469, -1.01860, -1.01747], [0.10234, -2.53430, -1.82215], [-0.26989, -3.59944, -0.39079], [-1.77165, -3.60549, -0.12965], [-2.53094, -4.03767, -0.97768], [-2.20164, -3.13447, 1.05789], [-1.35374, -2.62155, 2.11328], [-3.61686, -3.19622, 1.35046], [0.60066, 0.11391, -1.74830], [0.79843, 1.12812, -0.84295], [1.07535, 2.47043, -0.98902], [2.14736, 7.46861, 1.38830], [2.87896, 6.75991, -0.06112], [1.15684, 7.14204, -0.04355], [2.52124, 5.02888, 1.70032], [0.77671, 5.41232, 1.70801], [1.19776, 3.22454, 2.32525], [0.70494, 0.83754, 2.55058], [0.02030, -4.60119, -0.70933], [0.34750, -3.25853, 0.43229], [-0.80912, -3.42871, 2.61191], [-1.98643, -2.13036, 2.84946], [-0.64785, -1.88578, 1.72004], [-4.12402, -3.62693, 0.48934], [-4.00890, -2.19444, 1.53710], [-3.79586, -3.82218, 2.22742], [0.62187, 0.17356, -2.75157], [1.18223, 2.94270, -1.95165]],
  "mulliken_charge": [-1.4265, -0.2678, -0.3676, 0.7534, -0.1578, -1.1876, 0.3305, -0.4001, -0.0298, -0.1761, -0.6491, 0.6132, -0.6950, 0.0971, -0.5786, -1.1005, -0.0555, 0.6095, -1.0704, 0.4186, 0.3269, 0.3253, 0.3675, 0.3563, 0.3773, 0.4018, 0.4266, 0.3451, 0.2644, 0.3662, 0.1268, 0.3454, 0.3568, 0.3600, 0.1920, 0.4018]
}

Entry 2:
{
  "formula": "C29H40N3O3",
  "method": "ωB97M-V/def2-TZVPD",
  "largest_force_ev_per_a": 1.3,
  "total_charge": 1,
  "homo_ev": -9.71,
  "de_lowest_kcal_mol": 76.78,
  "total_energy_ev": -41324.9757,
  "symbols": ["C", "C", "C", "C", "N", "C", "C", "O", "C", "C", "H", "H", "H", "H", "H", "H", "H", "H", "H", "H", "H", "H", "H", "H", "H", "C", "C", "N", "C", "C", "C", "C", "C", "C", "C", "C", "C", "N", "C", "C", "O", "C", "C", "C", "C", "C", "C", "C", "C", "O", "H", "H", "H", "H", "H", "H", "H", "H", "H", "H", "H", "H", "H", "H", "H", "H", "H", "H", "H", "H", "H", "H", "H", "H", "H"],
  "xyz": [[-1.56463, 3.05787, -3.95458], [-0.18515, 2.58730, -3.64515], [0.01135, 1.21285, -3.11561], [0.85023, 3.43044, -3.79378], [2.21725, 3.09647, -3.62619], [3.14328, 4.15155, -3.18021], [4.45664, 3.55397, -2.67775], [5.04070, 2.69281, -3.64726], [4.17422, 1.62555, -4.00724], [2.85158, 2.14567, -4.55796], [-2.30204, 2.26996, -3.79048], [-1.83919, 3.90531, -3.32360], [-1.64736, 3.37486, -4.99611], [-0.93716, 0.76576, -2.81337], [0.45714, 0.55625, -3.86217], [0.66230, 1.23000, -2.24082], [0.64157, 4.44176, -4.09328], [3.33313, 4.82407, -4.02028], [2.65890, 4.74574, -2.39779], [5.19182, 4.33481, -2.44081], [4.29780, 2.96962, -1.76390], [4.70168, 1.00677, -4.74449], [4.01438, 1.00715, -3.11730], [2.16600, 1.32325, -4.77242], [3.02033, 2.66544, -5.50350], [-4.81324, -6.04617, -1.94352], [-3.71770, -5.00579, -2.12922], [-2.66330, -5.19210, -1.11656], [-1.86485, -4.06767, -0.73215], [-0.71963, -3.72022, -1.46742], [0.03708, -2.63724, -1.12399], [-0.27803, -1.85216, 0.01116], [0.61272, -0.81665, 0.38492], [0.66531, -0.06302, 1.58364], [-0.04858, -0.38317, 2.76326], [-0.02367, 0.44410, 3.85401], [0.72119, 1.63966, 3.84378], [0.71332, 2.53066, 4.97199], [-0.42235, 3.49324, 5.08118], [-0.39593, 4.32687, 6.36079], [-0.15536, 3.53026, 7.50627], [1.09803, 2.87417, 7.44334], [1.18988, 1.93799, 6.24520], [1.50770, 1.91082, 2.71076], [1.49421, 1.08194, 1.62565], [-1.48135, -2.15650, 0.69159], [-2.25011, -3.22740, 0.32707], [-2.13732, -6.57543, -1.10420], [-3.29429, -7.55851, -0.94202], [-4.28088, -7.36430, -1.94700], [-5.33058, -5.90263, -0.98956], [-5.56640, -5.98392, -2.73812], [-3.25923, -5.09987, -3.11860], [-4.11304, -3.98749, -2.04662], [-0.45063, -4.32456, -2.31538], [0.90765, -2.38683, -1.70701], [1.36203, -0.56377, -0.34928], [-0.57300, -1.31769, 2.82764], [-0.58236, 0.19439, 4.74067], [-0.39248, 4.15237, 4.20611], [-1.35602, 2.92597, 5.01321], [0.37570, 5.10438, 6.32978], [-1.35380, 4.83518, 6.52111], [1.87973, 3.64205, 7.42843], [1.21699, 2.31463, 8.37796], [0.61681, 1.02523, 6.42857], [2.22920, 1.63066, 6.08629], [2.13169, 2.78652, 2.71219], [2.10842, 1.30542, 0.76928], [-1.82392, -1.50646, 1.47440], [-3.16769, -3.44619, 0.84810], [-1.61195, -6.76084, -2.04597], [-1.40619, -6.68691, -0.29569], [-2.96185, -8.60247, -0.99678], [-3.78664, -7.42575, 0.02679]],
  "mulliken_charge": [-1.5243, 0.8903, -1.1232, -0.8464, 0.3572, -0.6235, -0.5036, -0.3782, -0.4726, -0.5471, 0.3828, 0.3061, 0.3351, 0.4817, 0.2934, 0.1393, 0.4141, 0.3588, 0.4200, 0.3247, 0.1987, 0.3153, 0.2410, 0.3279, 0.2631, -0.6594, -0.4435, 0.4184, -0.5811, -0.3564, -1.0456, 0.8242, -0.1195, 0.5649, -1.2635, 0.0073, -0.1940, 0.1248, -0.4436, -0.5743, -0.3640, -0.6089, -0.4410, -0.5346, -0.9979, -0.8343, -0.3499, -0.4563, -0.6767, -0.3748, 0.3400, 0.3285, 0.2932, 0.4123, 0.4665, 0.4556, 0.4639, 0.7447, 0.4698, 0.3222, 0.3276, 0.3632, 0.3168, 0.3735, 0.3133, 0.3451, 0.2912, 0.4946, 0.5801, 0.7148, 0.5241, 0.3203, 0.4119, 0.3312, 0.3447]
}

Entry 3:
{
  "formula": "C2H3OS2",
  "method": "ωB97M-V/def2-TZVPD",
  "largest_force_ev_per_a": 4.5,
  "total_charge": -1,
  "homo_ev": -1.86,
  "de_lowest_kcal_mol": 33.24,
  "total_energy_ev": -25841.0453,
  "symbols": ["C", "C", "O", "S", "S", "H", "H", "H"],
  "xyz": [[2.47369, 0.38810, 0.31807], [-1.42409, -0.24586, -0.19202], [2.45767, 0.54454, 1.50735], [2.58667, 0.16307, -1.22535], [-2.78235, 0.11121, 0.85374], [-0.85454, -0.92625, 0.29445], [-0.81260, 0.58971, -0.34133], [-1.64444, -0.62452, -1.21492]],
  "mulliken_charge": [0.6514, -0.8090, -0.3814, -0.2817, -0.7706, 0.2093, 0.1456, 0.2363]
}

Entry 4:
{
  "formula": "C3H4S",
  "method": "ωB97M-V/def2-TZVPD",
  "smiles": "C=CC=S",
  "largest_force_ev_per_a": 2.8,
  "total_charge": 0,
  "homo_ev": -8.77,
  "de_lowest_kcal_mol": 12.02,
  "total_energy_ev": -14009.0579,
  "symbols": ["C", "C", "C", "S", "H", "H", "H", "H"],
  "xyz": [[-0.91376, -0.08392, -0.53842], [0.22600, -0.12677, 0.19976], [0.92858, 1.03825, 0.74718], [0.28339, 2.43303, 1.44519], [-1.36003, 0.86602, -0.79027], [-1.56953, -0.83626, -0.97957], [0.80752, -0.95850, 0.45023], [2.05773, 0.87710, 0.94951]],
  "mulliken_charge": [-0.5909, 0.0348, -0.3155, -0.1796, 0.2236, 0.2612, 0.3073, 0.2592]
}